Record 1
C20H27BrNO2PRu as an isolated structure in a non-equilibrium geometry. Source: the OMol25 dataset; level of theory: ωB97M-V/def2-TZVPD.

ORCA input file:
```
! RIJCOSX wB97M-V def2-TZVPD def2/J DEFGRID3
* xyz 2 5
C 4.718 -0.107 1.136
C 4.073 1.046 0.693
C 2.700 1.044 0.415
C 1.980 -0.136 0.598
C 2.613 -1.285 1.108
C 3.976 -1.260 1.390
C 2.017 2.318 0.008
C 1.275 2.314 -1.323
N 0.664 0.997 -1.701
Ru -0.017 -0.196 0.027
C 1.769 -2.511 1.288
P 0.466 -2.381 -0.053
H 4.625 1.976 0.558
H 4.451 -2.166 1.771
H 5.793 -0.101 1.293
H 1.228 -2.514 2.251
H 2.331 -3.447 1.170
H 1.281 2.607 0.778
H 2.775 3.108 -0.051
H 0.458 3.044 -1.258
C -0.725 -3.706 0.263
C 1.470 -3.076 -1.416
H 1.932 2.613 -2.157
C 1.624 0.203 -2.506
C -0.545 1.247 -2.530
H -0.501 -1.048 1.298
H 1.862 0.762 -3.422
H 2.540 0.033 -1.934
H 1.159 -0.749 -2.773
H -0.254 1.603 -3.530
H -1.100 0.306 -2.592
H -1.165 1.996 -2.027
H 1.770 -4.099 -1.147
H 0.875 -3.111 -2.338
H 2.381 -2.489 -1.589
H -0.207 -4.677 0.276
H -1.219 -3.511 1.227
H -1.458 -3.680 -0.558
H -1.401 -0.876 -0.435
Br -2.073 0.318 3.318
C -3.458 0.813 2.114
C -4.721 0.234 2.297
C -5.800 0.640 1.506
C -5.601 1.595 0.503
C -4.339 2.139 0.292
C -3.248 1.757 1.087
C -1.919 2.462 0.888
O -1.963 3.698 0.803
O -0.854 1.738 0.816
H -4.847 -0.523 3.069
H -6.788 0.208 1.681
H -6.438 1.929 -0.108
H -4.169 2.900 -0.472
*
```

Orbital gap (spin up / spin down)   9.00 / 4.74 eV
<S²>   6.05
Relative energy (zero: lowest compared OMol25 entry of this formula, charge and spin)   0.000 eV
E   -3993.053199 Ha
E_LUMO (spin up / spin down)   -6.078 / -10.320 eV

=====

Record 2
C12H18N3O6SbW as an isolated structure in a non-equilibrium geometry. Source: the OMol25 dataset; level of theory: ωB97M-V/def2-TZVPD.

ORCA input file:
```
! RIJCOSX wB97M-V def2-TZVPD def2/J DEFGRID3
* xyz 4 1
W 0.215 0.020 -0.351
O -2.370 0.190 5.199
C -1.837 0.072 4.041
C -1.543 -1.169 3.393
C -0.964 -1.126 2.173
N -0.645 0.043 1.541
C -0.956 1.229 2.149
C -1.534 1.299 3.364
C -0.586 2.380 1.293
O -0.669 3.526 1.432
O -0.029 1.773 0.073
C -0.600 -2.296 1.331
O -0.701 -3.437 1.530
O -0.040 -1.752 0.131
H -2.587 -0.627 5.689
H -1.775 -2.125 3.855
H -1.772 2.249 3.832
C 3.394 1.218 0.754
N 3.961 0.057 0.069
C 3.284 -0.776 -0.677
N 3.804 -1.827 -1.262
O 1.979 -0.567 -0.897
H 4.173 1.685 1.350
H 2.621 0.915 1.452
H 3.041 1.963 0.050
H 4.946 -0.131 0.214
H 4.790 -2.048 -1.180
H 3.256 -2.442 -1.845
C -1.730 -1.838 -3.362
Sb -1.886 -0.190 -2.021
C -3.162 1.374 -2.707
C 0.105 0.806 -2.645
H -1.525 -1.386 -4.330
H -2.684 -2.363 -3.380
H -0.939 -2.496 -3.024
H -2.985 1.416 -3.782
H -2.901 2.295 -2.196
H -4.189 1.082 -2.493
H -0.264 0.935 -3.672
H 1.025 0.249 -2.801
H 0.278 1.820 -2.290
*
```

Orbital gap   6.76 eV
Relative energy (zero: lowest compared OMol25 entry of this formula, charge and spin)   1.246 eV
E   -1389.481416 Ha
E_LUMO   -16.227 eV

=====

Record 3
A 2-piece molecular cluster, H2N2O4S overall in a non-equilibrium geometry. Source: the OMol25 dataset; level of theory: ωB97M-V/def2-TZVPD.

ORCA input file:
```
! RIJCOSX wB97M-V def2-TZVPD def2/J DEFGRID3
* xyz 0 1
N 3.895 0.069 0.162
N 3.192 0.154 1.009
O 4.517 -0.134 -0.777
O 0.294 0.942 0.171
O -0.842 -1.162 0.169
O 1.493 -1.028 -0.778
S 0.767 -0.681 0.376
H 0.804 1.336 -0.508
H -1.368 -0.435 0.417
*
```

Orbital gap   11.45 eV
Relative energy (zero: lowest compared OMol25 entry of this formula, charge and spin)   0.263 eV
E   -809.768671 Ha
E_LUMO   0.674 eV

=====

Record 4
One molecule with the formula C2H7N3 in a non-equilibrium geometry. Source: the OMol25 dataset; level of theory: ωB97M-V/def2-TZVPD.

ORCA input file:
```
! RIJCOSX wB97M-V def2-TZVPD def2/J DEFGRID3
* xyz 0 1
C -0.286 1.225 0.197
C 0.787 0.684 -0.720
N -1.081 0.075 0.061
N -0.142 -0.732 -0.592
N 0.407 -1.743 0.195
H 0.035 1.303 1.275
H -0.780 2.197 -0.073
H 0.676 0.926 -1.865
H 1.865 0.707 -0.408
H -1.711 -0.204 0.781
H 0.040 -2.699 -0.085
H 0.191 -1.739 1.235
*
```

Orbital gap   8.62 eV
SMILES   NN1CCN1
Relative energy (zero: lowest compared OMol25 entry of this formula, charge and spin)   4.268 eV
E   -244.518537 Ha
E_LUMO   1.169 eV